No. 1
Here is a cluster of 2 separate species, C4H6O2 in total from OMol25. Energies are from ωB97M-V/def2-TZVPD.

ORCA input file:
```
! RIJCOSX wB97M-V def2-TZVPD def2/J DEFGRID3
* xyz 0 1
O -2.5905 0.3752 0.0618
C -1.8811 -0.5520 -0.2019
O -0.5818 -0.4693 -0.5842
C 0.0168 0.7802 -0.5015
C 1.2559 0.9352 -0.9454
C 0.6116 -0.8343 1.7451
H -2.1744 -1.6092 -0.1920
H -0.6014 1.5478 -0.0494
H 1.8003 0.1134 -1.4012
H 1.7403 1.9019 -0.8680
H 0.7844 -1.8208 1.2559
H 1.6199 -0.3681 1.6809
*
```

Values from the calculation:
* DFT total energy: -8334.659 eV
* lowest unoccupied orbital energy (alpha / beta): -0.8 / -0.8 eV
* energy relative to the best compared isomer or geometry (same formula, charge and spin): 133.80 kcal per mole
* largest force on an atom: 0.6 eV/Å
* E_HOMO (alpha / beta): -9.650 / -9.657 eV

Population analysis type Mulliken, resulting atomic charges in e:
1. O -0.47
2. C 0.21
3. O -0.28
4. C -0.05
5. C -0.61
6. C -0.36
7. H 0.36
8. H 0.31
9. H 0.28
10. H 0.25
11. H 0.19
12. H 0.18

=====

No. 2
Here is a structure of composition C33H38ClO8PSTi from OMol25. Energies are from ωB97M-V/def2-TZVPD.

ORCA input file:
```
! RIJCOSX wB97M-V def2-TZVPD def2/J DEFGRID3
* xyz 0 1
Ti 8.2937 11.4818 10.7017
C 11.0372 6.3448 13.5282
C 10.0914 7.0252 14.4921
C 8.6916 6.6211 14.5123
C 8.2022 5.6994 13.4301
C 7.8312 7.0782 15.5462
C 6.4970 6.4232 15.7881
C 8.2507 8.1539 16.3530
C 7.2554 8.8087 17.3001
C 9.5977 8.5865 16.3737
C 10.1065 9.5790 17.3905
C 10.5317 7.9555 15.4903
C 11.9960 8.2625 15.5313
H 10.4390 5.8774 12.7549
H 11.5735 5.5396 14.0336
H 11.7864 7.0169 13.1074
H 8.6399 4.6853 13.4726
H 8.3947 6.1044 12.4172
H 7.1002 5.5957 13.5788
H 5.6464 6.9243 15.2811
H 6.2798 6.4044 16.8695
H 6.5443 5.3616 15.5122
H 6.2313 8.5329 17.1074
H 7.3607 9.9131 17.2162
H 7.5025 8.5555 18.3262
H 10.7375 9.0521 18.1272
H 9.2615 9.9947 17.9684
H 10.6810 10.4032 16.9452
H 12.3093 8.9753 14.7901
H 12.5779 7.3622 15.3272
H 12.2961 8.6208 16.5292
O 9.1393 8.8576 7.8415
Cl 8.2258 9.0540 8.9337
O 7.2969 7.9882 8.9093
O 8.8813 9.2122 10.2734
O 7.6235 10.4703 8.8650
O 9.8497 11.6832 11.7997
S 11.2987 11.3666 12.3541
O 12.0050 10.2456 11.7596
O 7.6529 13.0884 10.7091
C 12.2048 12.8184 11.6533
C 13.1512 13.4145 12.4682
C 14.1500 14.2689 11.9292
C 14.1162 14.4903 10.5494
C 13.0713 14.0143 9.7460
C 12.1188 13.1153 10.2562
P 10.7959 12.4947 9.0234
C 11.9824 11.5356 7.9693
C 12.2101 10.3537 8.6114
C 12.8326 9.2813 7.9776
C 13.4135 9.4851 6.7474
C 13.2624 10.7271 6.1184
C 12.5084 11.7494 6.6920
C 10.0504 13.4838 7.6644
C 10.1037 14.8731 7.5495
C 9.0672 15.4903 6.8514
C 8.0151 14.7705 6.2562
C 8.0519 13.3952 6.2822
C 9.0995 12.7576 6.9117
H 13.1456 13.2281 13.5551
H 14.8789 14.7396 12.6062
H 14.8832 15.1040 10.0521
H 12.8857 14.3730 8.7398
H 11.8718 10.1971 9.6480
H 12.8668 8.3096 8.5242
H 13.9943 8.6792 6.2172
H 13.6090 10.8946 5.0806
H 12.3466 12.6748 6.1273
H 10.9702 15.3998 7.9376
H 9.1097 16.5842 6.7944
H 7.1780 15.2466 5.7671
H 7.2705 12.8102 5.8592
H 9.2317 11.6518 6.8629
C 5.4410 12.4401 12.6387
O 6.1411 11.2840 12.9926
C 6.9692 10.7377 12.1006
C 6.9091 9.1958 12.3626
H 5.2723 12.6164 11.5819
H 6.0234 13.2605 13.0631
H 4.4970 12.4301 13.1880
H 7.9253 8.8123 12.3804
H 6.4639 9.0146 13.3323
H 6.3968 8.6343 11.5725
*
```

Values from the calculation:
* DFT total energy: -106969.707 eV
* lowest unoccupied orbital energy: -2.0 eV
* energy relative to the best compared isomer or geometry (same formula, charge and spin): 39.80 kcal per mole
* largest force on an atom: 5.8 eV/Å
* E_HOMO: -8.067 eV

Population analysis type Mulliken, resulting atomic charges in e:
1. Ti 0.80
2. C -2.01
3. C 0.35
4. C 1.34
5. C -2.55
6. C 0.97
7. C -2.14
8. C 1.81
9. C -2.94
10. C 0.37
11. C -1.86
12. C 1.50
13. C -2.06
14. H 0.47
15. H 0.37
16. H 0.37
17. H 0.42
18. H 0.37
19. H 0.42
20. H 0.30
21. H 0.49
22. H 0.51
23. H 0.45
24. H 0.47
25. H 0.45
26. H 0.40
27. H 0.39
28. H 0.32
29. H 0.18
30. H 0.46
31. H 0.43
32. O -0.56
33. Cl 1.70
34. O -0.61
35. O -0.55
36. O -0.47
37. O -0.12
38. S 0.57
39. O -0.55
40. O -0.65
41. C 0.52
42. C -0.49
43. C -0.61
44. C -0.77
45. C -0.73
46. C 0.35
47. P 0.44
48. C 0.78
49. C -0.28
50. C -0.64
51. C -0.45
52. C -0.46
53. C -0.42
54. C 0.57
55. C -0.61
56. C -0.47
57. C -0.59
58. C -0.62
59. C -0.33
60. H 0.40
61. H 0.36
62. H 0.35
63. H 0.28
64. H -0.01
65. H 0.39
66. H 0.31
67. H 0.34
68. H 0.36
69. H 0.26
70. H 0.36
71. H 0.39
72. H 0.46
73. H 0.36
74. C -0.69
75. O -0.20
76. C 0.80
77. C -0.94
78. H 0.31
79. H 0.31
80. H 0.28
81. H 0.10
82. H 0.39
83. H 0.30

=====

No. 3
Here is a structure of composition C41H41BMgO2P2 from OMol25. Energies are from ωB97M-V/def2-TZVPD.

ORCA input file:
```
! RIJCOSX wB97M-V def2-TZVPD def2/J DEFGRID3
* xyz 0 1
Mg 0.3964 0.9692 -2.2408
C -1.3879 1.0711 -3.4484
C -1.4365 -0.2879 -3.2591
C -1.0434 -1.2504 -4.2883
C 0.3527 -1.0572 -4.9360
C 1.2396 -0.0949 -4.1425
C 1.2058 1.2902 -4.1938
C 0.2366 2.1375 -4.9948
C -1.2130 1.7022 -4.8352
C 1.1576 0.1028 2.7860
H -1.8772 1.7697 -2.7909
H -2.1654 -0.6836 -2.5809
H -1.8278 -1.2179 -5.0840
H -1.0900 -2.2815 -3.9265
H 0.8850 -2.0196 -5.0047
H 0.2456 -0.8400 -6.0175
H 2.1836 -0.5285 -3.7846
H 2.1837 1.7586 -4.0754
H 0.4612 2.1532 -6.0677
H 0.2985 3.2077 -4.7127
H -1.9057 2.5603 -4.9294
H -1.5249 1.0751 -5.6822
H 1.3108 1.1371 2.4295
H 0.5554 -0.4183 2.0529
H 2.1211 -0.4045 2.8649
P -1.4459 -0.6558 0.0765
P 2.2483 0.0646 0.2783
C -0.1315 -1.2552 -0.8996
C 1.1793 -0.7077 -0.9790
C -2.3980 -2.1491 0.4045
C -2.8124 -3.0157 -0.6084
C -3.5069 -4.1787 -0.2601
C -3.7481 -4.4527 1.0934
C -3.2816 -3.6128 2.1087
C -2.5840 -2.4572 1.7710
C -2.5561 0.7070 -0.4493
C -2.1708 2.0638 -0.6640
C -3.1419 3.0515 -0.7844
C -4.4822 2.7218 -0.8504
C -4.8844 1.3831 -0.7545
C -3.9326 0.3703 -0.5754
C 3.6982 -1.0669 0.4374
C 3.4128 -2.3484 0.9491
C 4.4502 -3.1947 1.2987
C 5.7567 -2.8036 1.0620
C 6.0574 -1.5772 0.4693
C 5.0215 -0.6972 0.1340
C 2.6660 1.7492 -0.3321
C 2.6813 2.7725 0.6508
C 3.0238 4.0699 0.3084
C 3.3235 4.3859 -1.0179
C 3.3456 3.3763 -1.9767
C 3.2037 2.0386 -1.6076
H -0.2460 -2.2060 -1.4343
H 1.7853 -1.3065 -1.6805
H -2.6144 -2.7427 -1.6525
H -3.8939 -4.8379 -1.0402
H -4.3653 -5.3072 1.3621
H -3.4997 -3.8332 3.1529
H -2.1856 -1.7329 2.4966
H -1.2066 2.4574 -1.0308
H -2.7824 4.0584 -0.9874
H -5.1854 3.5265 -1.0211
H -5.9493 1.1434 -0.8215
H -4.2439 -0.6846 -0.5640
H 2.3645 -2.6264 1.0667
H 4.2301 -4.1442 1.7592
H 6.5609 -3.4762 1.3039
H 7.0802 -1.2819 0.2663
H 5.2040 0.2656 -0.3598
H 2.4559 2.5230 1.6861
H 3.0705 4.8494 1.0741
H 3.5835 5.4044 -1.2870
H 3.4613 3.6291 -3.0286
H 3.5778 1.2439 -2.2602
O -0.2800 -1.0465 4.5385
B 0.2146 0.1394 3.9898
O -0.3216 1.2798 4.5880
C -1.1056 0.7816 5.5994
C -1.4801 1.4793 6.7350
C -1.7753 0.7006 7.8821
C -1.7584 -0.6974 7.8455
C -1.3678 -1.4032 6.6919
C -1.0585 -0.6553 5.5854
H -1.4593 2.5752 6.8017
H -1.9404 1.2195 8.8248
H -1.9863 -1.2489 8.7705
H -1.2368 -2.4771 6.7270
*
```

Values from the calculation:
* DFT total energy: -71970.830 eV
* lowest unoccupied orbital energy (alpha / beta): -0.2 / 0.2 eV
* largest force on an atom: 2.5 eV/Å
* E_HOMO (alpha / beta): -5.310 / -5.436 eV

Population analysis type Mulliken, resulting atomic charges in e:
1. Mg 0.19
2. C -0.59
3. C 0.08
4. C -1.26
5. C -1.33
6. C -0.47
7. C -0.22
8. C -1.09
9. C -1.03
10. C -0.69
11. H 0.80
12. H 0.63
13. H 0.51
14. H 0.25
15. H 0.43
16. H 0.30
17. H 0.59
18. H 0.80
19. H 0.41
20. H 0.30
21. H 0.40
22. H 0.31
23. H 0.19
24. H 0.31
25. H 0.25
26. P 0.17
27. P 0.82
28. C -0.23
29. C -1.34
30. C 0.12
31. C 0.35
32. C -0.66
33. C -0.61
34. C -0.52
35. C -0.82
36. C 0.81
37. C -0.03
38. C -0.87
39. C -0.57
40. C -0.77
41. C -0.49
42. C 0.28
43. C -0.38
44. C -0.60
45. C -0.50
46. C -0.56
47. C -0.33
48. C 0.04
49. C -0.91
50. C -0.62
51. C -0.67
52. C -0.52
53. C 0.27
54. H 0.59
55. H 0.89
56. H 0.19
57. H 0.41
58. H 0.35
59. H 0.43
60. H 0.29
61. H 0.53
62. H 0.40
63. H 0.38
64. H 0.40
65. H 0.35
66. H 0.34
67. H 0.41
68. H 0.37
69. H 0.40
70. H 0.29
71. H 0.40
72. H 0.40
73. H 0.40
74. H 0.44
75. H 0.58
76. O -0.47
77. B 0.52
78. O -0.48
79. C 0.65
80. C -0.89
81. C -0.39
82. C -0.41
83. C -0.82
84. C 0.59
85. H 0.40
86. H 0.35
87. H 0.33
88. H 0.46

=====

No. 4
Here is the ion C5H14NO2 with charge +1 from OMol25. Energies are from ωB97M-V/def2-TZVPD.

ORCA input file:
```
! RIJCOSX wB97M-V def2-TZVPD def2/J DEFGRID3
* xyz 1 1
C -1.0823 -1.1165 1.6253
O -0.7356 -2.5298 1.7028
C -0.2803 -0.4513 0.5372
C -0.4642 1.0509 0.4008
C 0.3747 1.6543 -0.7196
C 0.0204 1.0671 -2.1002
O 1.0716 0.2106 -2.5389
N 1.1672 -0.9021 0.6604
H -0.8562 -0.8116 2.6646
H -2.1701 -1.0149 1.5714
H -1.5664 -3.0148 1.8568
H -0.6239 -0.9397 -0.3844
H -0.1701 1.4147 1.4110
H -1.5137 1.2939 0.2739
H 0.2406 2.7404 -0.7194
H 1.4445 1.4382 -0.6298
H -0.2588 1.7544 -2.9111
H -0.8653 0.4051 -2.0126
H 1.8233 0.7365 -2.8282
H 1.7435 -0.3146 0.0542
H 1.1867 -1.9064 0.4736
H 1.5143 -0.7645 1.6124
*
```

Values from the calculation:
* DFT total energy: -10990.176 eV
* structure (SMILES): [NH3+][C@@H](CO)CCCO
* lowest unoccupied orbital energy: -3.1 eV
* energy relative to the best compared isomer or geometry (same formula, charge and spin): 37.54 kcal per mole
* largest force on an atom: 2.7 eV/Å
* E_HOMO: -14.285 eV

Population analysis type Mulliken, resulting atomic charges in e:
1. C -0.84
2. O -0.53
3. C 0.17
4. C -0.91
5. C -0.43
6. C -0.54
7. O -0.54
8. N -0.17
9. H 0.34
10. H 0.47
11. H 0.34
12. H 0.16
13. H 0.38
14. H 0.38
15. H 0.34
16. H 0.34
17. H 0.35
18. H 0.29
19. H 0.35
20. H 0.30
21. H 0.39
22. H 0.38

=====

Number 1: M 86.1 u. Number 2: M 709.0 u. Number 3: M 662.8 u. Number 4: M 120.2 u.